# C4H11NO

A cluster of 2 separate species, C4H11NO in total in a non-equilibrium geometry (wB97M-V/def2-TZVPD, OMol25).

CARTESIAN COORDINATES (ANGSTROEM)
1 C -0.75 0.00 -2.32
2 C 0.21 0.57 -1.30
3 N -0.27 1.52 -0.45
4 O 1.39 0.28 -1.32
5 H -1.78 0.00 -1.94
6 H -0.50 -1.05 -2.44
7 H -0.71 0.58 -3.23
8 H 0.41 2.03 0.08
9 H -1.14 2.00 -0.62
10 C -0.18 -1.60 2.93
11 C -0.06 -0.51 1.86
12 H 0.49 -1.40 3.76
13 H -1.23 -1.75 3.20
14 H 0.07 -2.56 2.48
15 H 0.89 -0.57 1.32
16 H -0.19 0.48 2.28
17 H -0.77 -0.66 1.04

For the energy above the lowest of the compared OMol25 structures with the same formula, charge and spin, the calculation gives 22.45 kJ/mol. As for the total charge: 0. Its SMILES is CC(N)=O.CC.

***

# C44H88BN2O16P

A cluster of 8 separate species, C44H88BN2O16P in total in a non-equilibrium geometry (wB97M-V/def2-TZVPD, OMol25).

CARTESIAN COORDINATES (ANGSTROEM)
1 C 4.83 4.28 0.34
2 C 4.96 2.69 0.14
3 C 3.66 2.18 -0.71
4 C 4.04 0.94 -1.70
5 C 3.10 -0.28 -1.20
6 C 3.49 -1.52 -2.18
7 N 4.96 -1.67 -2.39
8 C 5.36 -1.31 -3.77
9 O 1.76 0.16 -1.43
10 C 0.71 -0.48 -0.73
11 C 1.04 -1.68 0.24
12 C 1.56 -1.05 1.74
13 C 1.06 -1.96 3.06
14 O 2.55 -1.90 2.48
15 C -0.42 -0.96 -1.82
16 C -0.24 -0.24 -3.24
17 C -0.50 1.33 -3.23
18 O -0.77 2.03 -2.25
19 O -0.34 2.00 -4.50
20 O -1.68 -0.59 -1.26
21 C -2.83 -1.02 -2.01
22 C -3.80 0.20 -2.46
23 C -3.97 1.33 -1.34
24 N -5.41 1.70 -1.24
25 C -5.65 2.95 -0.45
26 C -4.48 3.36 0.57
27 C -6.24 0.60 -0.71
28 C -6.28 0.12 0.80
29 O -7.00 0.00 -1.52
30 B -3.63 -2.08 -1.03
31 O -3.52 -1.92 0.41
32 O -4.40 -3.19 -1.50
33 C -5.10 -2.93 -2.75
34 C -5.98 -4.25 -3.05
35 P -0.22 -2.82 -2.16
36 O -0.72 -3.20 -3.58
37 H 5.08 4.60 1.41
38 H 5.59 4.79 -0.33
39 H 3.76 4.59 0.15
40 H 4.91 2.23 1.19
41 H 5.94 2.35 -0.32
42 H 2.91 1.85 0.10
43 H 3.17 3.04 -1.27
44 H 5.15 0.73 -1.47
45 H 3.88 1.19 -2.80
46 H 3.42 -0.44 -0.12
47 H 3.03 -1.26 -3.21
48 H 3.11 -2.53 -1.78
49 H 5.18 -2.67 -2.29
50 H 5.33 -0.20 -4.00
51 H 4.82 -1.89 -4.60
52 H 6.48 -1.60 -3.87
53 H 0.18 0.32 -0.10
54 H 0.07 -2.20 0.61
55 H 1.83 -2.42 -0.09
56 H 1.58 0.13 1.87
57 H 1.50 -1.73 4.09
58 H 0.93 -3.08 2.92
59 H -0.97 -0.67 -4.02
60 H 0.80 -0.39 -3.70
61 H 0.55 1.69 -4.79
62 H -2.61 -1.59 -2.97
63 H -4.80 -0.19 -2.89
64 H -3.27 0.67 -3.37
65 H -3.51 0.93 -0.37
66 H -3.33 2.22 -1.68
67 H -5.93 3.79 -1.18
68 H -6.58 2.76 0.19
69 H -4.91 4.13 1.31
70 H -4.06 2.48 1.17
71 H -3.66 3.91 -0.02
72 H -7.32 0.25 1.25
73 H -6.08 -1.01 0.80
74 H -5.50 0.66 1.43
75 H -3.84 -1.04 0.68
76 H -4.40 -2.66 -3.61
77 H -5.83 -2.08 -2.55
78 H -6.34 -4.25 -4.13
79 H -5.36 -5.18 -2.78
80 H -6.86 -4.26 -2.32
81 H -1.06 -3.54 -1.23
82 H 1.11 -3.31 -2.01
83 C 1.26 -2.70 -7.03
84 C 2.41 -1.74 -7.03
85 C 2.71 -1.01 -8.31
86 O 3.08 -1.56 -6.02
87 H 1.16 -3.16 -6.04
88 H 0.33 -2.17 -7.27
89 H 1.43 -3.49 -7.76
90 H 1.84 -0.40 -8.60
91 H 2.95 -1.72 -9.10
92 H 3.56 -0.35 -8.16
93 C 3.87 -0.20 4.64
94 C 3.57 1.27 4.50
95 C 4.09 2.19 5.56
96 O 2.91 1.69 3.56
97 H 3.43 -0.75 3.80
98 H 4.95 -0.36 4.63
99 H 3.45 -0.58 5.57
100 H 5.19 2.14 5.58
101 H 3.68 1.92 6.53
102 H 3.80 3.22 5.32
103 C -1.97 -4.42 2.65
104 C -1.57 -5.20 1.42
105 C -2.56 -6.20 0.89
106 O -0.49 -5.02 0.88
107 H -1.17 -3.73 2.92
108 H -2.87 -3.84 2.44
109 H -2.14 -5.10 3.48
110 H -3.48 -5.70 0.61
111 H -2.75 -6.96 1.65
112 H -2.14 -6.69 0.01
113 C -0.42 3.10 -10.05
114 C 0.78 2.20 -9.86
115 C 2.13 2.86 -9.77
116 O 0.65 1.00 -9.77
117 H -1.32 2.49 -10.09
118 H -0.50 3.79 -9.21
119 H -0.32 3.65 -10.98
120 H 2.16 3.54 -8.92
121 H 2.34 3.40 -10.70
122 H 2.89 2.09 -9.63
123 C -5.44 6.83 5.00
124 C -4.58 6.00 4.09
125 C -3.12 6.34 4.01
126 O -5.05 5.09 3.43
127 H -6.47 6.48 4.96
128 H -5.09 6.74 6.03
129 H -5.42 7.88 4.69
130 H -2.66 6.23 5.00
131 H -2.99 7.37 3.65
132 H -2.62 5.66 3.31
133 C 0.11 1.00 9.23
134 C 0.57 1.81 8.04
135 C -0.38 1.94 6.88
136 O 1.66 2.33 8.02
137 H 0.89 0.99 9.99
138 H -0.79 1.45 9.66
139 H -0.09 -0.03 8.92
140 H -1.30 2.43 7.21
141 H -0.61 0.95 6.47
142 H 0.08 2.55 6.10
143 C 3.73 -4.84 7.33
144 C 3.72 -3.46 7.94
145 C 5.05 -2.83 8.25
146 O 2.68 -2.88 8.18
147 H 2.70 -5.16 7.16
148 H 4.25 -4.81 6.37
149 H 4.22 -5.54 8.00
150 H 5.63 -2.72 7.33
151 H 5.60 -3.45 8.97
152 H 4.90 -1.84 8.69

As for the total charge: 0. Its SMILES is CCCC[C@H](CNC)O[C@H](C[C@H]1CO1)[C@](CC(=O)O)(O[C@H](CCN(CC)C(C)=O)B(O)OCC)[PH2]=O.CC(C)=O.CC(C)=O.CC(C)=O.CC(C)=O.CC(C)=O.CC(C)=O.CC(C)=O.

***

# C2H3NO3

An isolated molecule of C2H3NO3 in a non-equilibrium geometry (wB97M-V/def2-TZVPD, OMol25).

CARTESIAN COORDINATES (ANGSTROEM)
1 O -0.22 2.12 0.62
2 C 0.35 1.32 -0.07
3 N -0.18 0.09 -0.32
4 O -1.15 -0.47 0.55
5 C 0.62 -0.93 -0.72
6 O 0.60 -2.14 -0.21
7 H 1.17 1.54 -0.75
8 H -0.84 -0.08 1.51
9 H 1.28 -0.47 -1.46

For the energy above the lowest of the compared OMol25 structures with the same formula, charge and spin, the calculation gives 379.24 kJ/mol. As for the total charge: 0. Its SMILES is O=CN(O)C=O.

***

# C5H10NO

The ion C5H10NO with charge -1 (wB97M-V/def2-TZVPD, OMol25).

CARTESIAN COORDINATES (ANGSTROEM)
1 C 1.97 1.86 0.83
2 C 1.54 0.95 -0.03
3 C 0.69 -0.24 0.26
4 C -0.74 -0.08 -0.26
5 N -0.79 -0.34 -1.71
6 C -1.69 -1.13 0.48
7 O -2.67 -1.63 -0.30
8 H 1.86 1.77 1.90
9 H 2.52 2.73 0.46
10 H 1.73 1.13 -1.09
11 H 0.60 -0.42 1.33
12 H 1.10 -1.14 -0.20
13 H -1.07 0.95 -0.15
14 H -0.21 -1.16 -1.90
15 H -1.74 -0.73 -1.83
16 H -0.99 -1.93 0.84
17 H -2.10 -0.58 1.36

For the energy above the lowest of the compared OMol25 structures with the same formula, charge and spin, the calculation gives 31.57 kJ/mol. As for the total charge: -1. Its SMILES is C=CC[C@@H](N)C[O-].

***

# C6H12N2

A cluster of 2 separate species, C6H12N2 in total in a non-equilibrium geometry (wB97M-V/def2-TZVPD, OMol25).

CARTESIAN COORDINATES (ANGSTROEM)
1 C -2.48 -1.69 -0.19
2 C -1.88 -0.33 -0.28
3 C -1.62 0.71 0.56
4 N -1.13 1.72 -0.24
5 C -1.02 1.29 -1.52
6 N -1.55 0.08 -1.59
7 H -3.31 -1.81 0.52
8 H -1.81 -2.47 0.27
9 H -2.70 -2.03 -1.25
10 H -1.67 0.85 1.63
11 H -0.61 2.51 0.08
12 H -0.82 1.89 -2.38
13 C 2.38 0.27 1.20
14 C 2.76 -0.51 -0.10
15 H 3.10 1.08 1.39
16 H 1.48 0.88 1.03
17 H 2.41 -0.39 2.06
18 H 2.04 -0.21 -0.90
19 H 3.77 -0.30 -0.49
20 H 2.66 -1.55 0.18

For the energy above the lowest of the compared OMol25 structures with the same formula, charge and spin, the calculation gives 68.48 kJ/mol. As for the total charge: 0. Its SMILES is Cc1c[nH]cn1.CC.

***

# C22H27N3O4S

An isolated molecule of C22H27N3O4S (wB97M-V/def2-TZVPD, OMol25).

CARTESIAN COORDINATES (ANGSTROEM)
1 C -3.80 -4.15 3.71
2 O -4.48 -3.04 3.17
3 C -4.11 -1.81 3.75
4 C -4.20 -0.72 2.67
5 C -5.63 -0.50 2.21
6 N -3.36 -1.09 1.54
7 S -1.72 -1.14 1.85
8 O -1.28 -2.49 2.10
9 O -1.42 -0.15 2.84
10 C -1.07 -0.60 0.28
11 C -1.17 0.74 -0.04
12 C -0.59 1.21 -1.21
13 C 0.09 0.32 -2.04
14 C 0.84 0.77 -3.26
15 O 0.99 0.06 -4.23
16 N 1.38 2.01 -3.15
17 C 2.39 2.45 -4.08
18 C 3.75 1.80 -3.80
19 C 4.43 2.32 -2.53
20 N 3.63 2.16 -1.35
21 C 2.94 3.17 -0.73
22 C 2.19 2.68 0.30
23 C 2.41 1.27 0.33
24 C 1.93 0.25 1.15
25 C 2.36 -1.04 0.89
26 C 3.24 -1.31 -0.16
27 C 3.73 -0.32 -0.97
28 C 3.31 0.98 -0.72
29 C 0.13 -1.03 -1.73
30 C -0.45 -1.50 -0.57
31 H -4.19 -5.03 3.19
32 H -2.72 -4.07 3.55
33 H -4.01 -4.25 4.78
34 H -3.07 -1.85 4.11
35 H -4.77 -1.58 4.60
36 H -3.77 0.21 3.08
37 H -6.06 -1.45 1.90
38 H -5.65 0.20 1.37
39 H -6.22 -0.09 3.02
40 H -3.66 -1.99 1.18
41 H -1.68 1.40 0.65
42 H -0.67 2.25 -1.46
43 H 1.34 2.47 -2.26
44 H 2.46 3.54 -4.04
45 H 2.07 2.15 -5.08
46 H 3.60 0.72 -3.73
47 H 4.42 1.99 -4.64
48 H 4.66 3.38 -2.64
49 H 5.38 1.78 -2.39
50 H 3.05 4.19 -1.06
51 H 1.56 3.24 0.96
52 H 1.24 0.45 1.95
53 H 1.99 -1.85 1.50
54 H 3.55 -2.34 -0.32
55 H 4.43 -0.54 -1.77
56 H 0.64 -1.70 -2.41
57 H -0.40 -2.54 -0.28

For the energy above the lowest of the compared OMol25 structures with the same formula, charge and spin, the calculation gives 141.69 kJ/mol. As for the total charge: 0. Its SMILES is COC[C@H](C)NS(=O)(=O)c1ccc(C(=O)NCCCn2ccc3ccccc32)cc1.

***

# C10H16

A cluster of 2 separate species, C10H16 in total in a non-equilibrium geometry (wB97M-V/def2-TZVPD, OMol25).

CARTESIAN COORDINATES (ANGSTROEM)
1 C -1.99 0.35 -1.58
2 C -0.74 0.07 -0.75
3 C -0.97 -0.13 0.74
4 C -2.10 -0.80 1.22
5 C -2.29 -0.99 2.58
6 C -1.34 -0.51 3.48
7 C -0.21 0.13 3.01
8 C -0.03 0.33 1.65
9 H -2.67 -0.49 -1.56
10 H -1.69 0.56 -2.60
11 H -2.54 1.22 -1.21
12 H -0.25 -0.83 -1.12
13 H -0.05 0.91 -0.87
14 H -2.81 -1.19 0.50
15 H -3.15 -1.52 2.95
16 H -1.47 -0.64 4.55
17 H 0.51 0.55 3.70
18 H 0.86 0.81 1.26
19 C 2.87 0.91 -1.57
20 C 2.86 -0.37 -2.44
21 H 2.26 1.69 -2.00
22 H 2.49 0.68 -0.57
23 H 3.90 1.24 -1.47
24 H 1.83 -0.61 -2.67
25 H 3.42 -0.19 -3.35
26 H 3.29 -1.20 -1.87

For the energy above the lowest of the compared OMol25 structures with the same formula, charge and spin, the calculation gives 18.79 kJ/mol. As for the total charge: 0. Its SMILES is CCc1ccccc1.CC.

***

no.,LUMO (eV)
1,0.82
2,0.37
3,0.10
4,3.83
5,0.87
6,0.37
7,1.00